The molecule C4H8N2 at a distorted geometry, computed with ωB97M-V/def2-TZVPD.

Multiplicity: 1
Relative energy (zero: lowest compared OMol25 entry of this formula, charge and spin), kcal/mol: 118.1
Maximum force, eV Å⁻¹: 6.151

```
14
C4H8N2 | OMol25 | ωB97M-V/def2-TZVPD
C 2.241 0.652 0.229
N 1.806 -0.492 -0.262
N 0.520 -0.697 -0.287
C -0.683 -0.029 0.380
C -1.745 0.948 -0.426
C -2.002 -0.524 0.152
H 3.442 0.744 0.029
H 1.626 1.554 0.658
H 0.405 -1.561 0.226
H -0.554 0.318 1.455
H -1.334 1.489 -1.343
H -2.181 1.485 0.399
H -2.139 -1.229 -0.687
H -2.417 -0.752 1.094
```

Löwdin atomic charge list, values in e, 5 entries:
1 C -0.081
2 N -0.111
3 N -0.092
4 C -0.329
5 C -0.032

---

A cluster of 9 separate species, C28H43NO28S5 in total at a distorted geometry, computed with ωB97M-V/def2-TZVPD.

Multiplicity: 2
<S²>: 0.767
Charge: +1
Maximum force, eV Å⁻¹: 5.838

```
105
C28H43NO28S5 | OMol25 | ωB97M-V/def2-TZVPD
C 0.660 -4.626 -0.995
C 0.387 -6.053 -0.473
O 0.086 -5.835 0.902
S 0.193 -4.317 1.459
O 1.019 -4.212 2.650
O -1.110 -3.599 1.429
O 1.051 -3.846 0.117
H -0.326 -4.255 -1.273
H 1.132 -4.381 -1.947
H 1.301 -6.616 -0.661
H -0.395 -6.612 -0.986
C -5.340 -1.494 2.210
C -4.215 -1.429 1.123
O -4.827 -0.810 0.044
S -5.925 0.285 0.576
O -6.903 0.444 -0.483
O -5.282 1.534 1.065
O -6.419 -0.673 1.762
H -5.062 -0.992 3.137
H -5.704 -2.481 2.493
H -3.885 -2.439 0.877
H -3.460 -0.713 1.447
C 1.819 3.540 -0.764
C 2.124 4.785 0.108
O 3.455 5.218 -0.353
S 4.335 3.854 -0.704
O 4.698 3.243 0.608
O 5.389 4.006 -1.747
O 3.030 2.980 -1.221
H 1.366 3.964 -1.661
H 1.145 2.868 -0.233
H 2.340 4.538 1.147
H 1.342 5.543 0.061
C -2.944 -0.968 -6.383
C -1.963 -1.033 -7.511
O -1.867 -2.397 -7.774
S -3.380 -3.145 -7.740
O -3.228 -4.459 -7.062
O -4.083 -3.110 -9.002
O -3.890 -1.946 -6.661
H -3.243 0.055 -6.155
H -2.474 -1.283 -5.451
H -0.978 -0.657 -7.233
H -2.054 -0.549 -8.484
C 2.794 1.633 4.385
C 2.811 1.909 2.925
O 3.151 0.727 2.312
S 2.796 -0.613 3.240
O 4.025 -1.360 3.533
O 1.642 -1.329 2.676
O 2.279 0.360 4.504
H 2.163 2.406 4.825
H 3.772 1.743 4.853
H 3.463 2.716 2.589
H 1.817 2.132 2.536
C -0.195 -0.790 0.048
C 0.963 -0.141 -0.250
C 1.245 0.121 -1.595
C 0.304 -0.155 -2.578
C -0.864 -0.722 -2.178
C -1.096 -1.126 -0.928
N 0.501 0.274 -4.022
O -0.402 -0.013 -4.820
O 1.522 0.886 -4.324
H -0.567 -0.938 1.052
H 1.748 0.007 0.476
H 2.207 0.540 -1.847
H -1.613 -0.970 -2.915
H -2.044 -1.565 -0.654
O -2.869 -1.031 7.653
C -2.537 -1.420 6.544
O -2.586 -2.710 6.267
C -2.316 -3.049 4.982
C -1.612 -1.842 4.396
C -1.935 -0.705 5.370
H -3.201 -3.327 4.409
H -1.674 -3.909 4.791
H -2.020 -1.553 3.427
H -0.572 -2.115 4.220
H -2.805 -0.180 4.976
H -1.176 0.010 5.688
O -1.873 0.906 2.399
C -1.914 2.053 2.817
O -1.171 2.487 3.937
C -1.494 3.850 4.223
C -2.116 4.396 2.969
C -2.771 3.222 2.292
H -0.661 4.490 4.516
H -2.246 3.878 5.011
H -1.319 4.813 2.352
H -2.803 5.233 3.090
H -2.629 3.269 1.212
H -3.816 3.161 2.597
O 4.438 0.173 -1.584
C 5.160 0.473 -2.541
O 6.402 0.102 -2.731
C 7.066 0.602 -3.842
C 6.149 1.804 -4.228
C 4.752 1.294 -3.763
H 6.950 -0.112 -4.657
H 8.123 0.746 -3.619
H 5.957 1.734 -5.299
H 6.404 2.827 -3.952
H 4.338 0.722 -4.593
H 4.039 2.047 -3.428
```

Löwdin atomic charge list, values in e, 5 entries:
1 C -0.193
2 C -0.135
3 O -0.182
4 S 0.737
5 O -0.209

---

The ion C6H8BrN2 with charge +1 at a distorted geometry, computed with ωB97M-V/def2-TZVPD.

Multiplicity: 1
Charge: +1
Relative energy (zero: lowest compared OMol25 entry of this formula, charge and spin), kcal/mol: 92.2
Maximum force, eV Å⁻¹: 4.765

```
17
C6H8BrN2 | OMol25 | ωB97M-V/def2-TZVPD
C 0.709 2.450 -0.343
C 1.696 1.555 -0.546
C -0.630 1.790 -0.159
C -0.723 0.369 -0.043
C 0.430 -0.436 0.019
C -1.944 -2.554 -0.121
N 1.552 0.242 -0.312
N -1.651 2.629 0.229
Br -2.465 -0.465 0.251
H 0.809 3.461 -0.581
H 2.629 1.866 -0.954
H -2.870 -3.206 -0.172
H -1.183 -2.472 -0.985
H -1.240 -2.606 0.749
H 2.440 -0.331 -0.178
H -1.554 3.579 -0.020
H -2.567 2.250 0.264
```

Löwdin atomic charge list, values in e, 5 entries:
1 C 0.041
2 C -0.091
3 C -0.257
4 C -0.503
5 C -0.087

---

A structure of composition C32H86F3O16SV at a distorted geometry, computed with ωB97M-V/def2-TZVPD.

Multiplicity: 2
<S²>: 0.795
Charge: +1
Maximum force, eV Å⁻¹: 4.610

```
139
C32H86F3O16SV | OMol25 | ωB97M-V/def2-TZVPD
O -3.388 9.847 0.273
V -4.586 8.945 0.803
C -7.767 5.598 1.006
F -7.916 6.049 -0.250
F -8.923 5.004 1.356
F -6.764 4.671 1.088
S -7.408 7.165 2.137
O -8.709 7.859 2.218
O -6.937 6.608 3.406
O -6.402 8.038 1.469
C -7.582 7.526 -4.805
C -7.269 6.542 -3.720
O -6.004 5.879 -4.002
C -5.722 4.884 -3.073
C -4.199 4.590 -3.052
H -7.615 7.027 -5.774
H -8.575 7.941 -4.628
H -6.764 8.240 -4.891
H -7.129 7.097 -2.792
H -8.060 5.792 -3.707
H -6.070 5.129 -2.069
H -6.315 4.011 -3.343
H -3.629 5.510 -2.920
H -3.846 4.194 -4.004
H -3.887 3.860 -2.305
C -8.369 2.082 3.453
C -9.132 1.094 4.304
C -10.488 1.598 4.793
O -9.362 -0.079 3.518
H -8.029 2.978 3.973
H -8.960 2.370 2.583
H -7.515 1.584 2.993
H -8.540 0.862 5.190
H -11.065 0.861 5.352
H -11.130 1.855 3.951
H -10.397 2.472 5.438
H -9.584 -0.801 4.110
C -12.516 4.518 -0.585
C -12.430 5.860 -1.324
C -10.995 6.218 -1.576
O -13.172 5.743 -2.498
H -13.551 4.322 -0.304
H -11.967 4.451 0.354
H -12.169 3.697 -1.212
H -12.842 6.683 -0.742
H -10.506 5.391 -2.090
H -10.525 6.446 -0.619
H -10.966 7.138 -2.161
H -13.245 6.636 -2.844
C -2.532 8.520 4.371
C -4.047 8.463 4.019
C -4.968 8.832 5.169
O -4.137 9.375 2.922
H -1.902 8.069 3.605
H -2.296 7.917 5.248
H -2.246 9.553 4.568
H -4.338 7.465 3.690
H -4.720 9.710 5.766
H -5.079 8.029 5.898
H -5.965 9.039 4.781
H -3.815 10.205 3.281
C -9.073 8.103 6.151
C -8.806 6.601 6.338
C -9.599 5.575 5.430
O -7.444 6.394 6.141
H -9.112 8.397 5.102
H -8.286 8.730 6.571
H -10.002 8.422 6.623
H -9.102 6.272 7.335
H -9.425 4.519 5.635
H -9.222 5.728 4.418
H -10.651 5.858 5.470
H -7.318 6.553 5.202
C -7.119 0.251 -2.293
C -6.889 1.468 -1.411
C -8.092 2.411 -1.312
O -6.555 1.126 -0.124
H -7.902 -0.382 -1.876
H -6.253 -0.408 -2.350
H -7.282 0.567 -3.324
H -6.028 2.023 -1.784
H -7.650 3.292 -0.848
H -8.894 2.084 -0.650
H -8.435 2.710 -2.302
H -7.225 0.561 0.266
C -8.075 11.423 4.523
C -9.065 11.309 3.370
O -8.408 10.702 2.259
H -7.772 10.427 4.848
H -8.564 11.963 5.334
H -7.139 11.853 4.166
H -9.523 12.266 3.120
H -9.965 10.723 3.557
H -8.501 9.752 2.365
C -9.230 9.233 -0.912
C -9.026 10.022 -2.241
O -7.687 10.338 -2.404
H -8.856 9.892 -0.128
H -8.549 8.388 -0.815
H -10.265 8.914 -0.791
H -9.684 10.886 -2.150
H -9.391 9.420 -3.073
H -7.681 11.172 -2.881
C -4.367 2.675 5.193
C -5.133 3.943 5.074
O -5.427 4.147 3.746
H -4.891 1.895 4.641
H -4.139 2.409 6.225
H -3.401 2.878 4.731
H -4.597 4.836 5.394
H -6.089 4.004 5.593
H -5.859 5.002 3.687
C -13.566 7.454 2.554
C -12.086 7.156 2.482
O -11.388 8.381 2.673
H -13.903 8.320 1.984
H -13.813 7.674 3.593
H -14.139 6.549 2.355
H -11.807 6.766 1.504
H -11.908 6.392 3.239
H -10.456 8.236 2.496
C -5.357 13.001 0.725
C -6.111 11.807 0.131
O -5.946 10.709 1.019
H -4.297 12.953 0.473
H -5.428 13.106 1.807
H -5.777 13.934 0.349
H -5.686 11.586 -0.848
H -7.184 11.989 0.072
H -6.700 10.758 1.612
C -4.061 9.993 -2.882
C -4.580 8.670 -2.318
O -5.472 8.831 -1.238
H -3.487 10.626 -2.205
H -4.854 10.593 -3.327
H -3.275 9.746 -3.596
H -3.785 7.992 -2.006
H -5.016 8.093 -3.134
H -6.246 9.189 -1.677
```

Löwdin atomic charge list, values in e, 5 entries:
1 O -0.186
2 V 1.231
3 C -0.543
4 F 0.107
5 F 0.143

---

A cluster of 2 separate species, C13H27N2O11PS in total, computed with ωB97M-V/def2-TZVPD.

Multiplicity: 1
Maximum force, eV Å⁻¹: 0.531

```
55
C13H27N2O11PS | OMol25 | ωB97M-V/def2-TZVPD
C 2.719 -0.590 0.547
C 1.529 0.275 0.125
C 1.787 0.988 -1.200
C 0.589 1.732 -1.810
C -0.263 2.540 -0.819
C -1.753 2.372 -0.924
O -2.551 3.244 -0.746
O -2.212 1.120 -1.331
C -2.689 0.161 -0.413
O -4.002 -0.087 -0.820
C -4.518 -1.415 -0.930
C -4.760 -2.185 0.366
O -3.744 -3.071 0.760
C -3.653 -4.238 -0.036
C -2.678 -5.184 0.635
O -1.912 -1.008 -0.472
N -1.160 -1.206 -1.736
O -1.506 -2.172 -2.259
P -2.532 0.880 1.369
N -4.086 1.505 1.647
O -2.659 -0.565 2.137
H 2.698 -0.757 1.624
H 3.651 -0.074 0.309
H 2.707 -1.555 0.037
H 1.363 1.015 0.913
H 0.618 -0.327 0.068
H 2.097 0.229 -1.928
H 2.643 1.657 -1.079
H -0.034 1.027 -2.358
H 0.973 2.431 -2.557
H -0.015 2.312 0.220
H -0.101 3.611 -0.948
H -5.482 -1.261 -1.417
H -3.909 -2.007 -1.614
H -5.702 -2.743 0.243
H -4.906 -1.489 1.191
H -3.292 -3.988 -1.041
H -4.650 -4.693 -0.116
H -3.122 -5.664 1.506
H -2.345 -5.949 -0.068
H -1.801 -4.619 0.955
H -4.326 2.229 0.973
H -4.807 0.792 1.602
H -2.798 -0.433 3.083
O 5.445 2.254 2.886
S 5.218 2.479 1.505
O 3.909 2.707 1.008
O 5.917 1.298 0.687
C 6.846 1.822 -0.272
C 7.339 3.106 0.368
O 6.159 3.653 0.973
H 6.321 2.011 -1.210
H 7.634 1.090 -0.426
H 7.724 3.824 -0.350
H 8.083 2.915 1.143
```

Löwdin atomic charge list, values in e, 5 entries:
1 C -0.097
2 C -0.268
3 C -0.212
4 C -0.173
5 C -0.089

---

A cluster of 2 separate species, C3H8O3 in total at a distorted geometry, computed with ωB97M-V/def2-TZVPD.

Multiplicity: 1
Relative energy (zero: lowest compared OMol25 entry of this formula, charge and spin), kcal/mol: 48.9
Maximum force, eV Å⁻¹: 3.133

```
14
C3H8O3 | OMol25 | ωB97M-V/def2-TZVPD
O 0.777 0.076 -1.108
C 0.397 -0.716 -0.283
C -0.649 -0.405 0.786
C -1.889 0.126 0.038
O -2.132 1.462 0.382
H 1.030 -1.591 -0.014
H -0.809 -1.394 1.211
H -0.274 0.321 1.491
H -1.960 -0.075 -1.027
H -2.837 -0.406 0.251
H -1.672 2.179 -0.026
O 3.552 0.324 -0.246
H 3.205 0.677 -1.074
H 3.260 -0.577 -0.381
```

Löwdin atomic charge list, values in e, 5 entries:
1 O 0.045
2 C -0.263
3 C -0.101
4 C -0.272
5 O -0.056

---

Electronic energy values (in eV) by entry order: -7252.7534, -142708.4584, -79363.6574, -112006.4213, -59541.3722, -9381.6813.